Record 1
{"formula": "C22H25N2O4Yb", "method": "the ωB97M-V functional and the def2-TZVPD basis", "symbols": ["C", "C", "C", "H", "C", "C", "H", "C", "C", "C", "H", "C", "C", "H", "H", "H", "H", "H", "H", "Yb", "C", "C", "C", "H", "H", "H", "H", "H", "H", "C", "C", "H", "H", "O", "N", "C", "H", "C", "C", "H", "C", "H", "C", "H", "C", "H", "C", "H", "H", "H", "O", "N", "O", "O"], "positions_angstrom": [[2.394, 0.183, 2.804], [2.369, -0.571, 1.596], [2.003, 0.305, 0.536], [2.607, -1.629, 1.497], [1.803, 1.606, 1.092], [2.051, 1.525, 2.490], [1.540, 2.504, 0.532], [-1.536, -1.888, 3.228], [-0.351, -2.498, 2.734], [-0.374, -2.431, 1.308], [0.426, -2.965, 3.332], [-1.602, -1.802, 0.929], [-2.303, -1.434, 2.122], [1.952, 0.042, -0.521], [2.027, 2.356, 3.196], [2.680, -0.201, 3.785], [-3.273, -0.935, 2.147], [0.383, -2.791, 0.611], [-1.849, -1.833, 4.272], [-0.158, 0.139, 1.967], [-2.043, -1.433, -0.464], [-3.563, -1.630, -0.557], [-1.372, -2.316, -1.522], [-3.804, -2.674, -0.312], [-3.897, -1.405, -1.571], [-4.099, -0.966, 0.128], [-1.557, -3.372, -1.281], [-0.290, -2.152, -1.590], [-1.816, -2.106, -2.502], [-1.638, 0.068, -0.673], [-2.178, 0.684, -1.967], [-0.527, 0.142, -0.685], [-2.039, 0.698, 0.159], [-3.177, 0.261, -2.552], [-1.515, 1.745, -2.514], [-0.343, 2.479, -2.049], [-1.972, 2.118, -3.340], [0.958, 1.931, -2.596], [2.143, 2.618, -2.309], [2.079, 3.577, -1.791], [3.375, 2.071, -2.667], [4.295, 2.589, -2.390], [3.424, 0.859, -3.369], [4.387, 0.420, -3.638], [2.237, 0.220, -3.741], [2.252, -0.707, -4.319], [1.000, 0.765, -3.369], [0.065, 0.289, -3.673], [-0.313, 2.505, -0.946], [-0.462, 3.522, -2.381], [-0.518, 0.960, 6.241], [-0.085, 0.367, 5.255], [0.685, -0.617, 5.283], [-0.480, 0.807, 4.047]], "max_force_ev_per_a": 2.8, "e_tot_ha": -2422.4241, "multiplicity": 2, "de_lowest_ev": 0.0096}

***

Record 2
{"formula": "C22H25N3O3Ru", "method": "the ωB97M-V functional and the def2-TZVPD basis", "symbols": ["Ru", "O", "C", "C", "C", "C", "C", "C", "C", "N", "C", "C", "N", "C", "C", "C", "C", "C", "C", "C", "O", "H", "H", "H", "H", "H", "H", "H", "H", "H", "H", "H", "H", "H", "H", "O", "C", "C", "C", "C", "C", "C", "N", "H", "H", "H", "H", "H", "H", "H", "H", "H", "H", "H"], "positions_angstrom": [[-0.498, -0.477, 1.131], [-2.048, 0.647, 1.143], [-3.030, 0.569, 0.234], [-3.654, 1.756, -0.152], [-4.691, 1.729, -1.066], [-5.144, 0.528, -1.609], [-4.553, -0.651, -1.210], [-3.492, -0.650, -0.298], [-2.935, -1.907, 0.148], [-1.915, -1.979, 0.914], [-1.407, -3.272, 1.386], [-0.699, -2.965, 2.689], [0.244, -1.871, 2.408], [1.475, -1.975, 2.814], [2.528, -1.049, 2.604], [3.818, -1.390, 3.074], [4.884, -0.563, 2.865], [4.684, 0.641, 2.165], [3.446, 1.011, 1.705], [2.326, 0.182, 1.921], [1.148, 0.575, 1.522], [-3.315, 2.684, 0.288], [-5.161, 2.660, -1.358], [-5.957, 0.522, -2.321], [-4.907, -1.599, -1.597], [-3.448, -2.824, -0.146], [-0.696, -3.657, 0.652], [-2.208, -3.999, 1.524], [-0.199, -3.839, 3.108], [-1.429, -2.600, 3.415], [1.734, -2.879, 3.367], [3.946, -2.325, 3.607], [5.866, -0.824, 3.232], [5.529, 1.293, 1.984], [3.302, 1.949, 1.186], [-0.367, -0.201, -0.903], [-0.453, 0.830, -1.599], [-0.369, 2.227, -1.092], [1.150, 2.560, -1.169], [1.902, 2.184, -2.462], [2.084, 0.672, -2.717], [0.874, 0.017, -3.405], [-0.355, 0.698, -2.942], [-0.729, 2.328, -0.072], [-0.940, 2.891, -1.745], [1.625, 2.058, -0.328], [1.247, 3.634, -1.003], [2.892, 2.635, -2.385], [1.434, 2.662, -3.330], [2.267, 0.176, -1.759], [2.973, 0.505, -3.326], [0.804, -1.045, -3.183], [0.911, 0.136, -4.486], [-0.495, 1.576, -3.420]], "max_force_ev_per_a": 1.2, "e_tot_ha": -1338.0118, "multiplicity": 2, "charge": 1, "de_lowest_ev": 0.4918}

***

Record 3
{"formula": "C22H25N3O4S2", "method": "the ωB97M-V functional and the def2-TZVPD basis", "symbols": ["C", "C", "C", "C", "C", "N", "C", "O", "C", "N", "C", "O", "C", "S", "C", "C", "C", "C", "S", "O", "O", "N", "C", "C", "C", "C", "C", "C", "C", "C", "C", "H", "H", "H", "H", "H", "H", "H", "H", "H", "H", "H", "H", "H", "H", "H", "H", "H", "H", "H", "H", "H", "H", "H", "H", "H"], "positions_angstrom": [[6.951, 2.974, 1.214], [5.852, 2.152, 0.613], [4.624, 2.714, 0.293], [3.613, 1.964, -0.280], [3.822, 0.616, -0.546], [2.854, -0.211, -1.130], [1.592, 0.091, -1.495], [1.044, 1.168, -1.387], [0.848, -1.134, -2.054], [0.493, -2.031, -0.961], [1.393, -3.011, -0.669], [2.476, -3.080, -1.224], [0.961, -3.994, 0.384], [0.680, -3.037, 1.902], [-0.612, -2.051, 1.221], [-1.652, -1.650, 2.052], [-2.718, -0.935, 1.542], [-2.733, -0.641, 0.191], [-4.141, 0.219, -0.538], [-4.072, -0.009, -1.952], [-5.304, -0.201, 0.186], [-3.968, 1.834, -0.290], [-4.355, 2.407, 0.980], [-3.202, 3.178, 1.635], [-1.868, 2.552, 1.241], [-1.642, 2.706, -0.266], [-2.967, 2.552, -1.037], [-1.704, -1.020, -0.641], [-0.607, -1.721, -0.144], [5.050, 0.039, -0.227], [6.048, 0.801, 0.345], [7.688, 3.227, 0.451], [7.461, 2.421, 2.000], [6.561, 3.900, 1.630], [4.450, 3.761, 0.494], [2.667, 2.418, -0.522], [3.148, -1.176, -1.266], [1.491, -1.691, -2.741], [-0.044, -0.801, -2.580], [0.035, -4.506, 0.119], [1.757, -4.711, 0.573], [-1.611, -1.918, 3.096], [-3.547, -0.642, 2.165], [-4.692, 1.581, 1.607], [-5.213, 3.072, 0.820], [-3.328, 3.171, 2.718], [-3.216, 4.218, 1.303], [-1.874, 1.495, 1.514], [-1.051, 3.028, 1.784], [-1.234, 3.696, -0.473], [-0.906, 1.977, -0.603], [-2.829, 2.008, -1.971], [-3.383, 3.536, -1.276], [-1.806, -0.774, -1.684], [5.214, -1.010, -0.429], [6.996, 0.342, 0.587]], "max_force_ev_per_a": 1.2, "e_tot_ha": -2114.9894, "smiles": "Cc1ccc(NC(=O)CN2C(=O)CSc3ccc(S(=O)(=O)N4CCCCC4)cc32)cc1", "de_lowest_ev": 0.1357}

***

Record 4
{"formula": "C22H25N3O6S", "method": "the ωB97M-V functional and the def2-TZVPD basis", "symbols": ["C", "O", "C", "C", "C", "N", "C", "O", "C", "N", "C", "C", "C", "C", "C", "C", "C", "S", "O", "O", "C", "C", "C", "N", "O", "C", "C", "C", "C", "O", "C", "C", "H", "H", "H", "H", "H", "H", "H", "H", "H", "H", "H", "H", "H", "H", "H", "H", "H", "H", "H", "H", "H", "H", "H", "H", "H"], "positions_angstrom": [[6.110, 2.695, -2.653], [5.337, 1.588, -2.259], [3.983, 1.710, -2.253], [3.281, 0.566, -1.863], [1.900, 0.598, -1.830], [1.118, -0.503, -1.460], [1.509, -1.738, -1.072], [2.648, -2.138, -0.980], [0.317, -2.655, -0.744], [-0.728, -1.986, -0.003], [-0.490, -1.484, 1.289], [-0.891, -0.196, 1.629], [-0.738, 0.261, 2.924], [-0.168, -0.539, 3.908], [-0.026, -0.037, 5.312], [0.252, -1.814, 3.552], [0.091, -2.289, 2.264], [-2.032, -1.408, -0.865], [-1.828, -0.050, -1.305], [-2.304, -2.376, -1.883], [-3.302, -1.473, 0.352], [-4.159, -0.474, 0.897], [-4.182, 0.972, 0.578], [-4.966, -1.024, 1.763], [-4.683, -2.351, 1.818], [-3.691, -2.633, 0.974], [-3.187, -4.014, 0.838], [1.201, 1.757, -2.176], [1.903, 2.885, -2.561], [1.332, 4.068, -2.922], [-0.072, 4.159, -2.922], [3.299, 2.863, -2.600], [7.147, 2.368, -2.589], [5.958, 3.550, -1.987], [5.889, 2.993, -3.683], [3.826, -0.322, -1.599], [0.121, -0.317, -1.500], [0.694, -3.523, -0.198], [-0.139, -3.000, -1.676], [-1.304, 0.450, 0.872], [-1.055, 1.263, 3.173], [-0.985, -0.095, 5.827], [0.695, -0.633, 5.866], [0.295, 1.002, 5.318], [0.709, -2.451, 4.294], [0.423, -3.284, 2.016], [-3.716, 1.531, 1.388], [-5.209, 1.313, 0.483], [-3.635, 1.153, -0.343], [-3.958, -4.722, 1.129], [-2.884, -4.181, -0.194], [-2.320, -4.157, 1.483], [0.123, 1.740, -2.137], [-0.301, 5.173, -3.247], [-0.485, 3.998, -1.921], [-0.522, 3.444, -3.617], [3.800, 3.765, -2.907]], "max_force_ev_per_a": 1.4, "e_tot_ha": -1867.1859, "smiles": "COc1cc(NC(=O)CN(c2ccc(C)cc2)S(=O)(=O)c2c(C)noc2C)cc(OC)c1", "de_lowest_ev": 3.7450}

***

Please write out number 2 again, unchanged.
{"formula": "C22H25N3O3Ru", "method": "the ωB97M-V functional and the def2-TZVPD basis", "symbols": ["Ru", "O", "C", "C", "C", "C", "C", "C", "C", "N", "C", "C", "N", "C", "C", "C", "C", "C", "C", "C", "O", "H", "H", "H", "H", "H", "H", "H", "H", "H", "H", "H", "H", "H", "H", "O", "C", "C", "C", "C", "C", "C", "N", "H", "H", "H", "H", "H", "H", "H", "H", "H", "H", "H"], "positions_angstrom": [[-0.498, -0.477, 1.131], [-2.048, 0.647, 1.143], [-3.030, 0.569, 0.234], [-3.654, 1.756, -0.152], [-4.691, 1.729, -1.066], [-5.144, 0.528, -1.609], [-4.553, -0.651, -1.210], [-3.492, -0.650, -0.298], [-2.935, -1.907, 0.148], [-1.915, -1.979, 0.914], [-1.407, -3.272, 1.386], [-0.699, -2.965, 2.689], [0.244, -1.871, 2.408], [1.475, -1.975, 2.814], [2.528, -1.049, 2.604], [3.818, -1.390, 3.074], [4.884, -0.563, 2.865], [4.684, 0.641, 2.165], [3.446, 1.011, 1.705], [2.326, 0.182, 1.921], [1.148, 0.575, 1.522], [-3.315, 2.684, 0.288], [-5.161, 2.660, -1.358], [-5.957, 0.522, -2.321], [-4.907, -1.599, -1.597], [-3.448, -2.824, -0.146], [-0.696, -3.657, 0.652], [-2.208, -3.999, 1.524], [-0.199, -3.839, 3.108], [-1.429, -2.600, 3.415], [1.734, -2.879, 3.367], [3.946, -2.325, 3.607], [5.866, -0.824, 3.232], [5.529, 1.293, 1.984], [3.302, 1.949, 1.186], [-0.367, -0.201, -0.903], [-0.453, 0.830, -1.599], [-0.369, 2.227, -1.092], [1.150, 2.560, -1.169], [1.902, 2.184, -2.462], [2.084, 0.672, -2.717], [0.874, 0.017, -3.405], [-0.355, 0.698, -2.942], [-0.729, 2.328, -0.072], [-0.940, 2.891, -1.745], [1.625, 2.058, -0.328], [1.247, 3.634, -1.003], [2.892, 2.635, -2.385], [1.434, 2.662, -3.330], [2.267, 0.176, -1.759], [2.973, 0.505, -3.326], [0.804, -1.045, -3.183], [0.911, 0.136, -4.486], [-0.495, 1.576, -3.420]], "max_force_ev_per_a": 1.2, "e_tot_ha": -1338.0118, "multiplicity": 2, "charge": 1, "de_lowest_ev": 0.4918}

***

Copy entry 3 word for word.
{"formula": "C22H25N3O4S2", "method": "the ωB97M-V functional and the def2-TZVPD basis", "symbols": ["C", "C", "C", "C", "C", "N", "C", "O", "C", "N", "C", "O", "C", "S", "C", "C", "C", "C", "S", "O", "O", "N", "C", "C", "C", "C", "C", "C", "C", "C", "C", "H", "H", "H", "H", "H", "H", "H", "H", "H", "H", "H", "H", "H", "H", "H", "H", "H", "H", "H", "H", "H", "H", "H", "H", "H"], "positions_angstrom": [[6.951, 2.974, 1.214], [5.852, 2.152, 0.613], [4.624, 2.714, 0.293], [3.613, 1.964, -0.280], [3.822, 0.616, -0.546], [2.854, -0.211, -1.130], [1.592, 0.091, -1.495], [1.044, 1.168, -1.387], [0.848, -1.134, -2.054], [0.493, -2.031, -0.961], [1.393, -3.011, -0.669], [2.476, -3.080, -1.224], [0.961, -3.994, 0.384], [0.680, -3.037, 1.902], [-0.612, -2.051, 1.221], [-1.652, -1.650, 2.052], [-2.718, -0.935, 1.542], [-2.733, -0.641, 0.191], [-4.141, 0.219, -0.538], [-4.072, -0.009, -1.952], [-5.304, -0.201, 0.186], [-3.968, 1.834, -0.290], [-4.355, 2.407, 0.980], [-3.202, 3.178, 1.635], [-1.868, 2.552, 1.241], [-1.642, 2.706, -0.266], [-2.967, 2.552, -1.037], [-1.704, -1.020, -0.641], [-0.607, -1.721, -0.144], [5.050, 0.039, -0.227], [6.048, 0.801, 0.345], [7.688, 3.227, 0.451], [7.461, 2.421, 2.000], [6.561, 3.900, 1.630], [4.450, 3.761, 0.494], [2.667, 2.418, -0.522], [3.148, -1.176, -1.266], [1.491, -1.691, -2.741], [-0.044, -0.801, -2.580], [0.035, -4.506, 0.119], [1.757, -4.711, 0.573], [-1.611, -1.918, 3.096], [-3.547, -0.642, 2.165], [-4.692, 1.581, 1.607], [-5.213, 3.072, 0.820], [-3.328, 3.171, 2.718], [-3.216, 4.218, 1.303], [-1.874, 1.495, 1.514], [-1.051, 3.028, 1.784], [-1.234, 3.696, -0.473], [-0.906, 1.977, -0.603], [-2.829, 2.008, -1.971], [-3.383, 3.536, -1.276], [-1.806, -0.774, -1.684], [5.214, -1.010, -0.429], [6.996, 0.342, 0.587]], "max_force_ev_per_a": 1.2, "e_tot_ha": -2114.9894, "smiles": "Cc1ccc(NC(=O)CN2C(=O)CSc3ccc(S(=O)(=O)N4CCCCC4)cc32)cc1", "de_lowest_ev": 0.1357}

***

What did the fourth record say?
{"formula": "C22H25N3O6S", "method": "the ωB97M-V functional and the def2-TZVPD basis", "symbols": ["C", "O", "C", "C", "C", "N", "C", "O", "C", "N", "C", "C", "C", "C", "C", "C", "C", "S", "O", "O", "C", "C", "C", "N", "O", "C", "C", "C", "C", "O", "C", "C", "H", "H", "H", "H", "H", "H", "H", "H", "H", "H", "H", "H", "H", "H", "H", "H", "H", "H", "H", "H", "H", "H", "H", "H", "H"], "positions_angstrom": [[6.110, 2.695, -2.653], [5.337, 1.588, -2.259], [3.983, 1.710, -2.253], [3.281, 0.566, -1.863], [1.900, 0.598, -1.830], [1.118, -0.503, -1.460], [1.509, -1.738, -1.072], [2.648, -2.138, -0.980], [0.317, -2.655, -0.744], [-0.728, -1.986, -0.003], [-0.490, -1.484, 1.289], [-0.891, -0.196, 1.629], [-0.738, 0.261, 2.924], [-0.168, -0.539, 3.908], [-0.026, -0.037, 5.312], [0.252, -1.814, 3.552], [0.091, -2.289, 2.264], [-2.032, -1.408, -0.865], [-1.828, -0.050, -1.305], [-2.304, -2.376, -1.883], [-3.302, -1.473, 0.352], [-4.159, -0.474, 0.897], [-4.182, 0.972, 0.578], [-4.966, -1.024, 1.763], [-4.683, -2.351, 1.818], [-3.691, -2.633, 0.974], [-3.187, -4.014, 0.838], [1.201, 1.757, -2.176], [1.903, 2.885, -2.561], [1.332, 4.068, -2.922], [-0.072, 4.159, -2.922], [3.299, 2.863, -2.600], [7.147, 2.368, -2.589], [5.958, 3.550, -1.987], [5.889, 2.993, -3.683], [3.826, -0.322, -1.599], [0.121, -0.317, -1.500], [0.694, -3.523, -0.198], [-0.139, -3.000, -1.676], [-1.304, 0.450, 0.872], [-1.055, 1.263, 3.173], [-0.985, -0.095, 5.827], [0.695, -0.633, 5.866], [0.295, 1.002, 5.318], [0.709, -2.451, 4.294], [0.423, -3.284, 2.016], [-3.716, 1.531, 1.388], [-5.209, 1.313, 0.483], [-3.635, 1.153, -0.343], [-3.958, -4.722, 1.129], [-2.884, -4.181, -0.194], [-2.320, -4.157, 1.483], [0.123, 1.740, -2.137], [-0.301, 5.173, -3.247], [-0.485, 3.998, -1.921], [-0.522, 3.444, -3.617], [3.800, 3.765, -2.907]], "max_force_ev_per_a": 1.4, "e_tot_ha": -1867.1859, "smiles": "COc1cc(NC(=O)CN(c2ccc(C)cc2)S(=O)(=O)c2c(C)noc2C)cc(OC)c1", "de_lowest_ev": 3.7450}